[1]
ORCA calculation (the ωB97M-V functional and the def2-TZVPD basis) on C5H10O2 in the gas phase.

The calculation puts the electronic energy at -346.9320 Eh. For the HOMO energy, the calculation gives -9.1 eV. The SMILES is COC[C@H]1C[C@H]1O. The orbital gap comes out at 10.03 eV. For the LUMO energy, the calculation gives 0.0342 Ha.

```
! RIJCOSX wB97M-V def2-TZVPD def2/J DEFGRID3
* xyz 0 1
C 0.08 1.22 2.16
O 0.05 0.30 1.08
C 0.25 0.94 -0.17
C 0.11 -0.05 -1.30
C 0.73 -1.43 -1.22
C -0.77 -1.27 -1.21
O -1.55 -1.55 -0.10
H 1.06 1.70 2.24
H -0.12 0.66 3.07
H -0.69 2.00 2.03
H -0.48 1.75 -0.28
H 1.26 1.39 -0.18
H 0.15 0.45 -2.27
H 1.21 -1.84 -2.10
H 1.20 -1.69 -0.27
H -1.29 -1.56 -2.12
H -1.20 -1.03 0.64
*
```

---

[2]
ORCA calculation (the ωB97M-V functional and the def2-TZVPD basis) on 2 unconnected molecules or ions with the total composition IO4P in a non-equilibrium geometry.

The calculation puts the electronic energy at -940.0504 Eh. For the HOMO energy, the calculation gives -0.1 eV. The orbital gap comes out at 5.60 eV. For the LUMO energy, the calculation gives 0.2020 Ha.

```
! RIJCOSX wB97M-V def2-TZVPD def2/J DEFGRID3
* xyz -2 1
O -0.37 -0.40 1.90
O 0.30 -1.74 -0.07
O 1.55 0.40 0.56
O -1.29 0.95 -0.67
P 0.36 -0.47 0.64
I -0.54 1.26 -2.36
*
```

---

[3]
ORCA calculation (the ωB97M-V functional and the def2-TZVPD basis) on 2 unconnected molecules or ions with the total composition C3H6N2O2.

The calculation puts the electronic energy at -377.8433 Eh. For the HOMO energy, the calculation gives -10.3 eV. The SMILES is N=C=NC=O.CO. The orbital gap comes out at 10.99 eV. For the LUMO energy, the calculation gives 0.0253 Ha.

```
! RIJCOSX wB97M-V def2-TZVPD def2/J DEFGRID3
* xyz 0 1
N 1.19 0.04 -1.38
C 0.89 -0.10 -0.22
N 0.79 -0.01 1.03
C 1.95 0.23 1.76
O 1.98 0.31 2.95
H 0.89 -0.51 -2.16
H 2.84 0.37 1.12
C -1.95 0.12 -0.78
O -1.18 -0.91 -0.20
H -3.01 -0.13 -0.68
H -1.70 0.19 -1.84
H -1.75 1.10 -0.32
H -0.97 -0.69 0.72
*
```

---

[4]
ORCA calculation (the ωB97M-V functional and the def2-TZVPD basis) on a molecular structure, C9H18O3Rb in a non-equilibrium geometry.

The calculation puts the electronic energy at -603.3304 Eh. For the HOMO energy, the calculation gives -12.1 eV. The orbital gap comes out at 8.57 eV. For the LUMO energy, the calculation gives -0.1293 Ha.

```
! RIJCOSX wB97M-V def2-TZVPD def2/J DEFGRID3
* xyz 1 1
Rb -2.92 -19.37 -9.27
C -0.71 -16.31 -11.36
C -0.64 -16.20 -9.85
O -0.89 -17.19 -9.15
C -0.21 -14.87 -9.20
H -0.65 -17.35 -11.66
H 0.04 -15.67 -11.84
H -1.70 -15.95 -11.64
H 0.31 -15.10 -8.27
H -1.06 -14.24 -8.93
H 0.49 -14.35 -9.86
C -3.38 -19.01 -4.32
C -2.16 -18.15 -4.71
O -1.26 -17.90 -3.86
C -2.13 -17.57 -6.12
H -4.22 -18.75 -4.96
H -3.68 -18.88 -3.28
H -3.16 -20.07 -4.43
H -3.04 -16.98 -6.21
H -2.19 -18.36 -6.87
H -1.21 -17.00 -6.24
C 0.25 -21.85 -11.75
C -0.46 -20.54 -11.88
O -0.56 -19.77 -10.97
C -1.08 -20.22 -13.26
H -0.20 -22.58 -12.43
H 0.21 -22.19 -10.72
H 1.29 -21.71 -12.06
H -2.00 -20.77 -13.43
H -0.46 -20.56 -14.09
H -1.08 -19.13 -13.36
*
```